A cluster of 8 separate species, C33H52O26S2 in total, computed with ωB97M-V/def2-TZVPD.

Positions of all 113 atoms, in Å:
O -2.8151 -8.3367 1.8238
S -3.5776 -7.1957 2.2467
O -2.7617 -5.9005 1.7055
C -3.0310 -4.6364 2.3550
C -4.2177 -3.8975 1.7597
C -5.4559 -4.7982 1.6588
C -6.6925 -3.9383 1.3409
S -7.6344 -3.6324 2.8102
O -7.0147 -2.5456 3.5204
O -7.9262 -4.8737 3.4648
C -5.2208 -5.9097 0.6251
O -4.8651 -7.1528 1.2206
H -3.1596 -4.8071 3.4274
H -2.1286 -4.0472 2.2105
H -3.9528 -3.5435 0.7618
H -4.4113 -3.0207 2.3796
H -5.6034 -5.2843 2.6273
H -7.3615 -4.4051 0.6164
H -6.4016 -2.9518 0.9798
H -8.8062 -3.1851 2.2969
H -6.1008 -6.1158 0.0193
H -4.4193 -5.6125 -0.0521
C 1.2459 0.2093 3.0092
C 0.5895 -0.1657 1.7120
C -0.3927 0.8368 1.1433
O -1.3035 -0.0016 0.4173
C -1.2809 -1.2269 0.9851
O -2.0569 -2.0947 0.7282
O -0.2801 -1.3194 1.8765
H 1.7939 -0.6403 3.4149
H 1.9430 1.0304 2.8445
H 0.5009 0.5214 3.7425
H 1.3315 -0.4318 0.9544
H 0.0518 1.5553 0.4676
H -0.9446 1.3500 1.9348
C 0.2733 6.8216 -0.9768
C 0.1561 5.3996 -0.5049
C 0.7335 5.0887 0.8627
O 1.1239 3.7122 0.7243
C 1.3496 3.4755 -0.5834
O 1.8237 2.4643 -1.0066
O 0.9500 4.5142 -1.3362
H -0.0068 6.8971 -2.0261
H -0.3955 7.4567 -0.3960
H 1.2950 7.1851 -0.8643
H -0.8774 5.0475 -0.5666
H 0.0327 5.1839 1.6863
H 1.6303 5.6783 1.0651
C -0.7813 0.3806 -2.8942
C 0.2909 0.6395 -3.9160
C 0.7554 2.0752 -4.0543
O 1.1504 2.1334 -5.4342
C 0.4599 1.1920 -6.1096
O 0.4418 1.0916 -7.2962
O -0.2004 0.3831 -5.2537
H -1.1723 -0.6312 -2.9921
H -0.3716 0.4910 -1.8916
H -1.6099 1.0795 -3.0169
H 1.1499 -0.0202 -3.7593
H 1.5903 2.3419 -3.4162
H -0.0705 2.7755 -3.9026
C -9.5488 1.1273 2.6450
C -8.4015 1.3345 1.6944
C -7.0223 0.9872 2.2182
O -6.1840 1.8750 1.4689
C -6.9227 2.9562 1.1219
O -6.4826 3.9530 0.6517
O -8.2302 2.7333 1.3911
H -10.4610 1.5630 2.2403
H -9.7126 0.0605 2.8001
H -9.3414 1.5929 3.6086
H -8.5815 0.8204 0.7448
H -6.7187 -0.0424 2.0505
H -6.9233 1.2254 3.2800
C 1.0415 -2.0578 -7.0518
C 2.3794 -2.0379 -7.7319
C 2.4184 -2.5358 -9.1630
O 3.7532 -3.0434 -9.2749
C 4.1731 -3.3974 -8.0355
O 5.1657 -4.0075 -7.8074
O 3.2992 -2.9582 -7.1033
H 1.1554 -1.8608 -5.9869
H 0.3979 -1.2906 -7.4755
H 0.5618 -3.0327 -7.1579
H 2.8294 -1.0422 -7.6734
H 2.2584 -1.7644 -9.9106
H 1.7176 -3.3604 -9.3170
C 7.1664 3.0644 0.3536
C 6.0781 2.3069 1.0605
C 4.8530 1.9561 0.2410
O 3.8313 1.9003 1.2515
C 4.2027 2.7083 2.2655
O 3.4919 3.0175 3.1720
O 5.4767 3.1119 2.1083
H 7.9073 3.4184 1.0689
H 7.6653 2.4038 -0.3547
H 6.7595 3.9258 -0.1784
H 6.4819 1.4115 1.5311
H 4.9127 1.0006 -0.2711
H 4.5928 2.7428 -0.4705
C 6.8603 -0.2914 5.9342
C 8.0045 -0.2293 4.9607
C 8.6153 1.1392 4.7227
O 9.0835 1.0332 3.3703
C 8.3306 0.1036 2.7407
O 8.3307 -0.0836 1.5655
O 7.5577 -0.5570 3.6261
H 6.3858 -1.2707 5.8978
H 7.2280 -0.1244 6.9468
H 6.1105 0.4651 5.7000
H 8.7853 -0.9495 5.2207
H 9.4481 1.3833 5.3756
H 7.8589 1.9269 4.7660

Atoms 1-3, force components in eV/Å:
-0.038 0.043 -0.077
-0.003 -0.013 0.251
-0.083 0.015 -0.222

The molar mass comes out at 928.89 g mol⁻¹. As for the charge: 0. The energy is -4041.3509 hartree. Its HOMO energy is -9.763 eV.

***

A structure of composition C33H53BF4I2N2OP2SiW in a non-equilibrium geometry, computed with ωB97M-V/def2-TZVPD.

Positions of all 100 atoms, in Å:
W -1.1069 0.0407 -0.5281
C -3.0397 3.5088 3.1949
C -3.0354 2.3985 2.1461
C -4.0239 2.7525 1.0326
P -1.3828 1.9161 1.3894
C -0.3097 3.4719 1.2124
C -0.9968 4.5668 0.4035
C 0.2691 4.0214 2.5141
C -0.4746 1.0467 2.7132
C -0.8071 0.9136 4.0528
C -0.0499 0.1050 4.8930
C -0.4093 -0.0390 6.3413
C 1.0348 -0.5821 4.3608
C 1.3616 -0.4871 3.0187
C 0.5976 0.3111 2.1760
N 0.8334 0.4369 0.7851
C 1.9651 1.1569 0.4780
C 2.7865 1.7499 1.4609
C 3.8746 2.5252 1.1310
C 4.2081 2.7666 -0.1967
C 5.3948 3.5959 -0.5857
C 3.4071 2.1920 -1.1701
C 2.3085 1.3975 -0.8749
P 1.3479 0.5277 -2.1588
C 2.6222 -0.8147 -2.5950
C 2.6606 -1.7940 -1.4187
C 4.0525 -0.3682 -2.8796
C 1.2144 1.7635 -3.5957
C 0.1260 1.2627 -4.5447
C 2.4087 2.1378 -4.4708
H -4.0064 3.5154 3.6994
H -2.9070 4.4785 2.7204
H -2.2649 3.3747 3.9442
H -3.3660 1.4593 2.6163
H -3.7708 3.7013 0.5666
H -5.0304 2.8190 1.4413
H -4.0402 2.0015 0.2506
H 0.5309 3.1099 0.6032
H -1.7919 5.0476 0.9660
H -1.4132 4.1512 -0.5113
H -0.2680 5.3308 0.1348
H -0.4776 4.5508 3.0973
H 1.0699 4.7216 2.2804
H 0.6892 3.2265 3.1247
H -1.6616 1.4376 4.4511
H -1.4835 0.0509 6.4812
H 0.0811 0.7331 6.9355
H -0.0909 -1.0069 6.7188
H 1.6193 -1.2259 5.0032
H 2.1967 -1.0457 2.6176
H 2.5587 1.6053 2.5063
H 4.4632 2.9679 1.9219
H 5.8063 4.1067 0.2805
H 5.1187 4.3417 -1.3293
H 6.1732 2.9686 -1.0221
H 3.6524 2.3711 -2.1998
H 2.2269 -1.3164 -3.4849
H 3.1200 -1.3094 -0.5584
H 3.2564 -2.6709 -1.6716
H 1.6659 -2.1220 -1.1215
H 4.4962 0.0712 -1.9898
H 4.1229 0.3445 -3.6928
H 4.6488 -1.2405 -3.1460
H 0.8404 2.6667 -3.0918
H 0.3444 0.2533 -4.8889
H 0.0667 1.9074 -5.4214
H -0.8408 1.2795 -4.0566
H 2.7749 1.2705 -5.0140
H 3.2260 2.6060 -3.9362
H 2.0640 2.8677 -5.2043
I -1.9201 -1.7202 1.5932
F -4.2905 -1.9779 -0.7323
B -4.8953 -0.8243 -0.5045
F -3.1926 0.2146 -0.4891
F -5.4899 -0.2142 -1.5031
F -5.2992 -0.5502 0.7160
N -1.5582 -3.8669 -1.1846
C -0.7941 -2.9339 -1.7958
O -0.4030 -1.8973 -1.1100
C -0.4836 -3.0712 -3.1424
I -2.5040 -0.9341 -3.3806
H -1.9291 -3.6895 -0.2603
H -2.0279 -4.5562 -1.7442
H -0.8739 -3.8923 -3.7113
H 0.2399 -2.4318 -3.6081
C -4.2658 4.7874 -2.3348
Si -2.8121 3.9933 -3.2853
C -1.5104 5.3378 -3.6879
C -3.4582 3.2056 -4.8923
C -1.9885 2.7076 -2.2379
C -1.4416 1.8148 -1.6015
H -4.8300 5.4623 -2.9733
H -3.9184 5.3589 -1.4788
H -4.9517 4.0287 -1.9709
H -1.9602 6.1841 -4.1991
H -0.7244 4.9472 -4.3275
H -1.0387 5.7144 -2.7850
H -4.1939 3.8508 -5.3626
H -3.9333 2.2480 -4.7048
H -2.6635 3.0349 -5.6109

Atoms 1-3, force components in eV/Å:
0.981 -0.167 -0.152
0.354 -0.181 -0.042
-0.027 -0.458 -0.597

The molar mass comes out at 1108.29 g mol⁻¹. As for the expectation value of S²: 2.0254. Its spin multiplicity is 3. Its energy above the lowest of the compared OMol25 structures with the same formula, charge and spin is 103.88 kcal/mol. As for the charge: 0. The energy is -3533.2224 hartree. Its HOMO energy (alpha / beta) is -7.325 / -7.459 eV.

***

A structure of composition C33H53BFeN6OS5Si in a non-equilibrium geometry, computed with ωB97M-V/def2-TZVPD.

Positions of all 101 atoms, in Å:
Fe -0.2442 2.3397 1.6985
C 3.1639 -1.0655 4.5891
C 2.7375 -1.1875 3.1635
C 3.2688 -2.0899 2.2985
C 2.8546 -2.1188 0.9367
N 1.8798 -1.3631 0.5288
N 1.3186 -0.4992 1.3909
B 0.0829 0.2323 0.8294
N 0.3796 0.5906 -0.5998
N -0.2891 -0.0620 -1.5667
C 0.1215 0.0620 -2.8079
C 1.2802 0.7964 -3.1335
C 1.9072 1.5486 -2.1662
C 3.0967 2.4066 -2.4790
C 1.3789 1.4777 -0.8794
S 1.8452 2.6006 0.4180
C -0.7156 -0.5867 -3.9005
C -1.5819 0.5146 -4.5317
C 0.1972 -1.1960 -4.9747
C -1.6139 -1.6851 -3.3387
N -1.2093 -0.5683 1.1120
N -1.1373 -1.8287 0.6440
C -2.0823 -2.6758 0.9352
C -3.2348 -2.2516 1.6428
C -3.3005 -0.9987 2.1614
C -4.4628 -0.5302 2.9756
C -2.1757 -0.1394 1.9533
S -2.0505 1.3110 2.8485
C -1.8207 -4.1306 0.5620
C -3.0418 -5.0137 0.8166
C -1.4242 -4.2324 -0.9107
C -0.6584 -4.6083 1.4436
C 1.7574 -0.2813 2.6416
S 1.1927 1.0680 3.4747
C 3.5215 -2.9700 -0.1417
C 4.5456 -3.9360 0.4516
C 4.2283 -2.0105 -1.1108
C 2.4569 -3.7597 -0.9088
H 3.8011 -1.8991 4.8772
H 2.2954 -1.0264 5.2474
H 3.7105 -0.1322 4.7388
H 4.0250 -2.7797 2.6463
H 1.6531 0.8014 -4.1473
H 3.2923 2.4133 -3.5490
H 3.9814 2.0269 -1.9657
H 2.9554 3.4350 -2.1474
H -0.9749 1.3544 -4.8771
H -2.3179 0.8902 -3.8192
H -2.1142 0.1078 -5.3925
H 0.6577 -0.4376 -5.6089
H -0.3967 -1.8395 -5.6243
H 0.9857 -1.8064 -4.5297
H -2.1559 -1.3562 -2.4529
H -1.0242 -2.5592 -3.0688
H -2.3347 -1.9825 -4.1017
H -4.0588 -2.9350 1.7926
H -5.2744 -1.2536 2.9350
H -4.8188 0.4370 2.6201
H -4.1661 -0.3915 4.0167
H -3.8954 -4.7102 0.2063
H -3.3410 -5.0120 1.8663
H -2.7983 -6.0430 0.5532
H -2.2282 -3.8697 -1.5523
H -1.2269 -5.2746 -1.1667
H -0.5283 -3.6449 -1.1128
H -0.9253 -4.5704 2.5022
H 0.2199 -3.9835 1.2843
H -0.4047 -5.6403 1.1946
H 5.3597 -3.4117 0.9555
H 4.9869 -4.5282 -0.3503
H 4.0858 -4.6298 1.1586
H 4.9794 -1.4091 -0.5935
H 3.5050 -1.3376 -1.5758
H 4.7299 -2.5781 -1.8958
H 1.9827 -4.5079 -0.2721
H 2.9184 -4.2775 -1.7512
H 1.6853 -3.0885 -1.2890
C -2.0037 6.7336 4.2133
O -1.2140 5.5504 4.0045
C -0.2852 5.4906 3.0606
S 0.0531 6.6880 1.9830
S 0.6046 3.9817 3.1860
H -1.8014 7.0780 5.2245
H -3.0473 6.4403 4.1243
H -1.7575 7.5033 3.4890
C -2.2827 4.1545 0.9228
Si -1.0484 4.1552 -0.5266
C -1.1676 5.7895 -1.4119
C -1.6150 2.8320 -1.7211
C 0.8682 4.0276 -0.2221
H -2.7093 5.1511 0.7662
H -1.9827 4.1171 1.9679
H -3.0608 3.4081 0.7637
H -2.2072 5.9498 -1.7085
H -0.5593 5.7992 -2.3187
H -0.8624 6.6226 -0.7791
H -2.5216 3.2050 -2.2066
H -1.8703 1.8790 -1.2542
H -0.8841 2.6490 -2.5122
H 1.1553 4.8863 0.3889
H 1.2018 4.1983 -1.2510

Atoms 1-3, force components in eV/Å:
0.424 -0.054 1.616
0.004 0.001 -0.005
0.049 0.014 0.011

The molar mass comes out at 804.91 g mol⁻¹. As for the expectation value of S²: 8.8168. Its spin multiplicity is 6. Its energy above the lowest of the compared OMol25 structures with the same formula, charge and spin is 50.65 kcal/mol. As for the charge: +1. The energy is -5261.8794 hartree. Its HOMO energy (alpha / beta) is -9.198 / -10.107 eV.